Record 1
This record from the Open Molecules 2025 dataset describes 2 unconnected molecules or ions with the total composition C5H13N2O. The level of theory is ωB97M-V/def2-TZVPD.

Values from the calculation:
Net charge: -1
E_LUMO: 0.1494 hartree
Gap between HOMO and LUMO: 6.781 eV
Energy: -10422.391 eV

Positions of all 21 atoms, in Å:
1 C 3.41 0.70 0.83
2 C 2.31 0.27 0.21
3 N 2.25 -0.88 -0.57
4 C 1.24 -0.84 -1.64
5 H 4.35 0.16 0.72
6 H 3.42 1.57 1.46
7 H 1.35 0.78 0.28
8 H 3.15 -1.18 -0.90
9 H 1.26 -1.79 -2.17
10 H 0.28 -0.62 -1.19
11 H 1.44 -0.04 -2.35
12 C -1.37 0.63 0.61
13 O -0.61 1.24 -0.33
14 C -2.70 0.08 0.04
15 N -3.50 -0.59 1.08
16 H -0.89 -0.25 1.11
17 H -1.66 1.30 1.46
18 H -3.23 0.91 -0.44
19 H -2.43 -0.65 -0.72
20 H -3.69 0.07 1.83
21 H -4.39 -0.87 0.70


Record 2
This record from the Open Molecules 2025 dataset describes C5H12NO2 in the gas phase at a distorted geometry. The level of theory is ωB97M-V/def2-TZVPD.

Values from the calculation:
Net charge: 0
Spin multiplicity: 2
E_LUMO (alpha / beta): 0.0144 / 0.0128 hartree
Gap between HOMO and LUMO (alpha / beta): 3.996 / 8.987 eV
Energy: -10958.919 eV
⟨S²⟩: 0.752

Positions of all 20 atoms, in Å:
1 O 2.27 -0.57 2.33
2 C 1.26 -1.04 1.84
3 C 0.93 -0.63 0.31
4 C -0.06 0.48 0.51
5 C -0.91 1.05 -0.66
6 C -1.96 -0.08 -1.08
7 O -3.16 -0.18 -0.38
8 N 2.31 -0.05 -0.26
9 H 0.44 -1.69 2.38
10 H 0.69 -1.50 -0.29
11 H 0.24 1.39 0.93
12 H -0.90 0.23 1.23
13 H -0.25 1.58 -1.39
14 H -1.54 1.88 -0.36
15 H -2.11 0.07 -2.19
16 H -1.46 -1.06 -0.62
17 H -3.89 -0.06 -1.03
18 H 2.52 -0.24 -1.35
19 H 2.40 0.98 -0.09
20 H 3.17 -0.57 0.16


Record 3
This record from the Open Molecules 2025 dataset describes C7H12 in the gas phase at a distorted geometry. The level of theory is ωB97M-V/def2-TZVPD.

Values from the calculation:
Net charge: 0
E_LUMO: 0.0267 hartree
Gap between HOMO and LUMO: 8.045 eV
Energy: -7444.590 eV

Positions of all 19 atoms, in Å:
1 C 0.33 -2.00 -2.04
2 C 0.99 -1.16 -1.63
3 C -0.01 1.67 0.73
4 C 0.91 0.78 -0.09
5 C 0.34 -0.67 0.00
6 C -0.67 -0.56 1.15
7 C -1.26 0.84 0.96
8 H -0.22 -2.78 -2.73
9 H 1.86 -0.50 -1.37
10 H 0.33 2.04 1.80
11 H -0.25 2.63 0.08
12 H 1.94 0.84 -0.09
13 H 0.58 1.12 -1.14
14 H 1.21 -1.38 0.33
15 H -0.27 -1.05 -0.89
16 H -0.25 -0.73 2.10
17 H -1.72 -1.15 1.13
18 H -1.98 1.07 1.72
19 H -1.87 0.99 -0.02


Record 4
This record from the Open Molecules 2025 dataset describes 3 unconnected molecules or ions with the total composition H5O3 at a distorted geometry. The level of theory is ωB97M-V/def2-TZVPD.

Values from the calculation:
Net charge: -1
E_LUMO: 0.1835 hartree
Gap between HOMO and LUMO: 8.940 eV
Energy: -6224.013 eV

Positions of all 8 atoms, in Å:
1 O 0.12 -0.72 -0.19
2 H -0.05 -1.58 -0.35
3 O -0.65 1.13 -2.02
4 H 0.28 1.22 -1.67
5 H -0.79 0.32 -1.40
6 O 0.56 -0.28 2.16
7 H -0.15 -0.57 2.66
8 H 0.52 -0.40 1.14


Record 5
This record from the Open Molecules 2025 dataset describes 2 unconnected molecules or ions with the total composition C4H6F2N2 at a distorted geometry. The level of theory is ωB97M-V/def2-TZVPD.

Values from the calculation:
Net charge: 0
E_LUMO: 0.0194 hartree
Gap between HOMO and LUMO: 9.206 eV
Energy: -12656.894 eV

Positions of all 14 atoms, in Å:
1 C -0.24 0.18 1.75
2 C 1.00 -1.15 -0.06
3 C 0.16 1.55 -0.53
4 C -0.27 -0.35 0.47
5 N -0.45 0.79 2.71
6 N -1.40 -0.76 -0.20
7 F 2.02 -0.84 0.79
8 F -0.11 1.14 -1.74
9 H 1.14 -0.75 -1.07
10 H 0.65 -2.19 -0.04
11 H 1.24 1.61 -0.45
12 H -0.43 2.34 -0.14
13 H -1.93 -0.06 -0.60
14 H -1.40 -1.51 -0.91


Record 6
This record from the Open Molecules 2025 dataset describes C5H7F4NO2S in the gas phase at a distorted geometry. The level of theory is ωB97M-V/def2-TZVPD.

Values from the calculation:
Net charge: 0
E_LUMO: 0.0175 hartree
Gap between HOMO and LUMO: 9.712 eV
SMILES: O=C(O)[C@@H](CS)N[C@@H](F)C(F)(F)F
Energy: -32587.848 eV

Positions of all 20 atoms, in Å:
1 O -1.49 -0.97 -2.66
2 C -1.11 -0.16 -1.87
3 O -1.29 1.16 -1.97
4 C -0.48 -0.66 -0.53
5 C 0.36 -1.95 -0.82
6 S -0.69 -3.35 -0.51
7 N 0.17 0.53 0.00
8 C 0.36 0.64 1.65
9 F 1.40 -0.05 2.18
10 C 0.82 2.16 1.72
11 F 0.58 2.66 2.95
12 F 2.13 2.14 1.61
13 F 0.34 2.98 0.86
14 H -0.76 1.70 -1.34
15 H -1.41 -0.95 0.04
16 H 0.74 -1.94 -1.75
17 H 1.17 -2.07 -0.07
18 H -1.57 -3.16 -1.55
19 H 1.17 0.74 -0.30
20 H -0.44 0.55 2.36


Record 7
This record from the Open Molecules 2025 dataset describes a molecular structure, C35H57BiO3PSi2 at a distorted geometry. The level of theory is ωB97M-V/def2-TZVPD.

Values from the calculation:
Net charge: +1
E_LUMO: -0.0968 hartree
Gap between HOMO and LUMO: 6.902 eV
Energy: -74237.854 eV

Positions of all 99 atoms, in Å:
1 O -0.47 -1.56 -3.01
2 O 0.79 0.54 -4.52
3 C 0.19 -2.85 -3.50
4 C -0.58 -3.97 -2.87
5 H 1.25 -2.81 -3.22
6 H 0.09 -2.76 -4.57
7 H -0.68 -3.83 -1.78
8 H -0.09 -4.94 -3.02
9 H -1.57 -4.05 -3.33
10 C -1.75 -1.19 -3.75
11 C -1.70 -1.46 -5.23
12 H -1.95 -0.16 -3.49
13 H -2.53 -1.82 -3.30
14 H -1.00 -0.79 -5.74
15 H -2.70 -1.27 -5.64
16 H -1.48 -2.51 -5.48
17 C 0.30 1.85 -4.32
18 C 2.06 0.31 -5.11
19 C -0.72 2.20 -5.37
20 H 1.15 2.56 -4.33
21 H -0.16 1.89 -3.32
22 H -0.29 2.18 -6.38
23 H -1.08 3.21 -5.18
24 H -1.56 1.50 -5.34
25 C 2.00 0.47 -6.61
26 H 2.35 -0.71 -4.84
27 H 2.80 1.00 -4.68
28 H 1.21 -0.15 -7.05
29 H 2.96 0.15 -7.02
30 H 1.84 1.51 -6.90
31 H 0.15 -0.94 -2.48
32 Bi 0.18 -0.66 0.33
33 C 1.65 -0.50 -1.59
34 Si 3.34 -0.05 -0.80
35 H 1.75 -1.47 -2.07
36 H 1.41 0.27 -2.34
37 C 4.68 -1.03 -1.69
38 C 3.79 -0.29 1.03
39 C 3.58 1.79 -1.10
40 C -1.95 -1.50 -0.08
41 Si -3.42 -0.29 -0.09
42 H -2.09 -2.24 0.73
43 H -1.91 -2.04 -1.05
44 C -4.62 -1.00 -1.34
45 C -2.94 1.44 -0.60
46 C -4.22 -0.20 1.60
47 H 3.02 2.09 -1.99
48 H 4.64 1.99 -1.29
49 H 3.26 2.42 -0.26
50 H 4.51 -2.11 -1.54
51 H 5.68 -0.76 -1.30
52 H 4.64 -0.79 -2.76
53 H 3.43 -1.22 1.49
54 H 3.49 0.54 1.70
55 H 4.89 -0.34 1.10
56 H -3.23 1.61 -1.65
57 H -1.87 1.67 -0.50
58 H -3.50 2.17 0.01
59 H -5.10 0.45 1.58
60 H -3.54 0.19 2.37
61 H -4.57 -1.19 1.92
62 H -5.62 -0.56 -1.21
63 H -4.70 -2.09 -1.20
64 H -4.30 -0.80 -2.38
65 O 0.15 2.43 0.27
66 C 0.62 1.65 1.09
67 C 1.40 1.98 2.30
68 C 2.29 3.05 2.28
69 C 3.17 3.26 3.34
70 C 3.13 2.40 4.45
71 C 2.19 1.35 4.52
72 C 1.28 1.16 3.47
73 P -0.01 -0.12 3.41
74 C 0.32 -1.10 4.91
75 C 0.78 -2.42 4.73
76 C 1.01 -3.24 5.82
77 C 0.80 -2.75 7.13
78 C 0.36 -1.43 7.32
79 C 0.12 -0.61 6.21
80 C -1.53 0.82 3.93
81 C -2.52 0.16 4.70
82 C -3.71 0.82 5.04
83 C -3.93 2.14 4.60
84 C -2.96 2.77 3.83
85 C -1.77 2.13 3.50
86 H 2.28 3.73 1.42
87 H 3.88 4.09 3.29
88 H 3.84 2.55 5.27
89 H 2.19 0.69 5.39
90 H 0.92 -2.79 3.71
91 H 1.35 -4.26 5.68
92 H 0.98 -3.40 7.99
93 H 0.19 -1.05 8.33
94 H -0.24 0.41 6.38
95 H -2.36 -0.88 5.06
96 H -4.46 0.30 5.66
97 H -4.85 2.64 4.88
98 H -3.13 3.78 3.48
99 H -1.01 2.65 2.95


Record 8
This record from the Open Molecules 2025 dataset describes 2 unconnected molecules or ions with the total composition C33H37N3O8S at a distorted geometry. The level of theory is ωB97M-V/def2-TZVPD.

Values from the calculation:
Net charge: 0
E_LUMO: -0.1130 hartree
Gap between HOMO and LUMO: 2.834 eV
Energy: -66499.031 eV

Positions of all 82 atoms, in Å:
1 C 4.40 -2.02 -4.83
2 N 4.22 -1.93 -3.40
3 C 5.11 -1.22 -2.65
4 O 6.04 -0.55 -3.08
5 C 4.71 -1.41 -1.18
6 C 4.46 -0.09 -0.48
7 C 5.66 0.82 -0.39
8 C 5.52 2.16 -0.77
9 C 6.64 3.00 -0.81
10 C 7.89 2.50 -0.43
11 C 8.01 1.19 0.06
12 C 6.89 0.35 0.08
13 N 3.46 -2.16 -1.28
14 C 2.71 -2.44 -0.18
15 C 1.61 -3.28 -0.17
16 C 0.85 -3.59 0.97
17 C 0.01 -4.77 0.97
18 C -0.32 -5.52 2.15
19 C -1.18 -6.61 2.10
20 C -1.68 -7.07 0.87
21 N -2.42 -8.28 0.79
22 O -2.81 -8.66 -0.34
23 O -2.66 -8.92 1.84
24 C -1.40 -6.34 -0.30
25 C -0.54 -5.26 -0.25
26 C 3.17 -2.64 -2.65
27 C 1.78 -2.22 -3.15
28 C 3.39 -4.16 -2.76
29 H 5.24 -1.39 -5.12
30 H 4.62 -3.06 -5.14
31 H 3.50 -1.68 -5.36
32 H 5.50 -1.99 -0.69
33 H 3.66 0.43 -1.03
34 H 4.08 -0.30 0.53
35 H 4.53 2.51 -1.07
36 H 6.51 4.03 -1.13
37 H 8.78 3.13 -0.51
38 H 8.96 0.82 0.44
39 H 6.95 -0.68 0.43
40 H 3.06 -2.01 0.76
41 H 1.37 -3.78 -1.11
42 H 0.97 -2.96 1.86
43 H 0.16 -5.26 3.09
44 H -1.47 -7.15 3.01
45 H -1.85 -6.67 -1.22
46 H -0.31 -4.76 -1.18
47 H 1.72 -1.12 -3.20
48 H 1.60 -2.64 -4.16
49 H 0.99 -2.58 -2.49
50 H 4.46 -4.37 -2.68
51 H 2.87 -4.68 -1.95
52 H 3.00 -4.52 -3.72
53 C -0.27 3.54 3.96
54 C -1.18 2.49 3.39
55 O -0.55 1.20 3.64
56 C -1.42 0.17 3.49
57 C -0.84 -1.12 4.01
58 O -1.72 -2.05 4.40
59 C -2.86 -1.64 5.25
60 S 0.60 -0.83 5.10
61 C 0.78 -2.49 5.74
62 C 1.25 -2.62 7.05
63 C 1.23 -3.88 7.65
64 C 0.78 -4.99 6.92
65 C 0.34 -4.85 5.60
66 C 0.36 -3.58 5.00
67 O 1.76 -0.48 4.30
68 O 0.18 -0.07 6.26
69 O -2.57 0.29 3.08
70 H -0.62 4.53 3.65
71 H -0.30 3.51 5.05
72 H 0.77 3.42 3.63
73 H -2.16 2.54 3.90
74 H -1.33 2.55 2.30
75 H -3.37 -2.58 5.45
76 H -2.49 -1.18 6.17
77 H -3.48 -0.94 4.67
78 H 1.60 -1.72 7.57
79 H 1.56 -3.98 8.68
80 H 0.76 -5.98 7.38
81 H -0.04 -5.71 5.06
82 H 0.04 -3.42 3.97


Record 9
This record from the Open Molecules 2025 dataset describes a molecular structure, C5H11NO3 at a distorted geometry. The level of theory is ωB97M-V/def2-TZVPD.

Values from the calculation:
Net charge: 0
E_LUMO: 0.0206 hartree
Gap between HOMO and LUMO: 8.099 eV
Energy: -12990.395 eV

Positions of all 20 atoms, in Å:
1 C -2.16 0.10 -0.08
2 C -3.36 -0.77 -0.41
3 C 1.13 1.94 0.05
4 C 1.11 0.57 -0.36
5 C 2.40 -1.60 0.13
6 H -1.22 0.80 1.37
7 H -3.47 -0.83 -1.50
8 H -3.21 -1.77 0.03
9 H -4.24 -0.31 0.01
10 H 2.14 2.12 0.79
11 H -0.04 2.45 0.22
12 H 1.50 2.50 -1.00
13 H 2.75 0.30 0.78
14 H 1.53 -2.18 -0.35
15 H 3.30 -2.20 -0.25
16 H 2.63 -1.83 1.33
17 N 2.41 -0.11 -0.21
18 O -1.38 0.58 -0.85
19 O -2.01 0.22 1.24
20 O 0.19 0.02 -0.92


Record 10
This record from the Open Molecules 2025 dataset describes a molecular structure, C43H46ClIMoN8O4S. The level of theory is ωB97M-V/def2-TZVPD.

Values from the calculation:
Net charge: +2
Spin multiplicity: 3
E_LUMO (alpha / beta): -0.1980 / -0.2256 hartree
Gap between HOMO and LUMO (alpha / beta): 7.499 / 6.749 eV
Energy: -98750.327 eV
⟨S²⟩: 2.023

Positions of all 105 atoms, in Å:
1 Mo 0.55 2.03 0.20
2 O 1.39 2.92 1.92
3 N 2.68 3.33 2.02
4 C 2.97 4.09 3.09
5 C 4.25 4.52 3.29
6 C 5.24 4.15 2.37
7 C 4.90 3.37 1.29
8 C 3.58 2.96 1.11
9 S 3.01 1.98 -0.20
10 H 2.13 4.32 3.73
11 H 4.48 5.13 4.16
12 H 6.26 4.48 2.51
13 H 5.64 3.08 0.55
14 I 0.61 4.66 -0.88
15 C -1.24 5.08 0.01
16 C -1.88 6.22 -0.36
17 C -3.06 6.59 0.34
18 C -3.49 5.82 1.38
19 C -2.80 4.64 1.77
20 C -3.24 3.90 2.90
21 C -2.56 2.79 3.29
22 C -1.45 2.34 2.53
23 C -1.01 2.99 1.40
24 C -1.66 4.21 1.05
25 H -1.50 6.85 -1.15
26 H -3.59 7.48 0.05
27 H -4.37 6.11 1.94
28 H -4.11 4.24 3.44
29 H -2.87 2.23 4.16
30 H -0.98 1.43 2.86
31 C -0.64 -5.65 3.00
32 C 0.06 -4.29 2.90
33 C -0.98 -3.28 2.39
34 C 0.51 -3.89 4.31
35 C 1.28 -4.40 1.95
36 O 2.24 -5.32 2.48
37 C 0.97 -4.90 0.52
38 C 0.33 -3.97 -0.55
39 C -1.08 -4.29 -0.96
40 C -2.09 -3.33 -0.91
41 C -3.38 -3.61 -1.32
42 C -3.68 -4.88 -1.79
43 Cl -5.29 -5.24 -2.30
44 C -2.70 -5.85 -1.86
45 C -1.41 -5.55 -1.45
46 C 2.22 -3.16 1.92
47 N 1.66 -1.79 1.90
48 C 1.34 -1.04 0.87
49 N 0.93 0.15 1.28
50 C 1.14 0.09 2.64
51 N 1.57 -1.07 3.05
52 H -1.44 -5.58 3.74
53 H 0.02 -6.45 3.33
54 H -1.11 -5.95 2.06
55 H -1.79 -3.21 3.12
56 H -1.42 -3.60 1.45
57 H -0.58 -2.27 2.27
58 H -0.33 -3.99 5.00
59 H 0.85 -2.85 4.36
60 H 1.32 -4.53 4.67
61 H 1.87 -6.21 2.45
62 H 0.38 -5.81 0.59
63 H 1.95 -5.21 0.16
64 H 0.96 -4.05 -1.44
65 H 0.36 -2.93 -0.24
66 H -1.85 -2.34 -0.52
67 H -4.17 -2.87 -1.27
68 H -2.94 -6.84 -2.24
69 H -0.64 -6.32 -1.52
70 H 2.86 -3.25 1.05
71 H 2.85 -3.20 2.80
72 H 1.42 -1.38 -0.15
73 H 0.97 0.92 3.31
74 N -2.13 -0.05 0.72
75 C -2.39 0.64 -0.44
76 C -3.46 0.24 -1.26
77 C -3.69 0.88 -2.44
78 C -2.85 1.94 -2.81
79 C -1.82 2.26 -1.98
80 N -1.55 1.63 -0.81
81 H -2.89 -0.63 1.05
82 H -1.69 0.48 1.45
83 H -4.09 -0.58 -0.92
84 H -4.51 0.57 -3.07
85 H -3.00 2.49 -3.73
86 H -1.15 3.05 -2.25
87 O 2.33 4.38 -6.84
88 C 3.10 3.23 -6.54
89 N 2.34 2.58 -5.48
90 C 2.68 1.36 -5.02
91 O 3.65 0.74 -5.40
92 C 1.77 0.78 -3.96
93 C 1.24 -0.49 -4.12
94 C 0.47 -1.02 -3.10
95 C 0.28 -0.28 -1.96
96 N 0.84 0.93 -1.77
97 C 1.55 1.45 -2.78
98 H 2.74 4.86 -7.56
99 H 4.10 3.49 -6.17
100 H 3.20 2.56 -7.39
101 H 1.45 3.00 -5.26
102 H 1.45 -1.05 -5.03
103 H 0.00 -1.99 -3.19
104 H -0.34 -0.66 -1.16
105 H 1.98 2.43 -2.63


Record 11
This record from the Open Molecules 2025 dataset describes 3 unconnected molecules or ions with the total composition C4H14O2S at a distorted geometry. The level of theory is ωB97M-V/def2-TZVPD.

Values from the calculation:
Net charge: 0
E_LUMO: 0.0233 hartree
Gap between HOMO and LUMO: 8.920 eV
SMILES: CCCSC.O.O
Energy: -19304.357 eV

Positions of all 21 atoms, in Å:
1 C 0.61 -1.09 0.25
2 C 0.68 0.46 -0.01
3 C 0.18 0.82 -1.39
4 S -1.51 1.18 -1.89
5 C -2.61 -0.18 -1.18
6 H 1.36 -1.55 -0.38
7 H 0.65 -1.36 1.31
8 H -0.39 -1.33 -0.09
9 H 1.76 0.60 -0.06
10 H 0.15 0.95 0.81
11 H 0.59 0.00 -2.00
12 H 0.71 1.68 -1.80
13 H -3.59 0.23 -0.99
14 H -2.60 -0.93 -1.97
15 H -2.04 -0.58 -0.35
16 O -1.69 -1.02 7.26
17 H -2.21 -1.46 6.57
18 H -0.98 -0.64 6.71
19 O 3.34 1.16 -3.48
20 H 3.55 2.06 -3.19
21 H 4.02 1.02 -4.13


The evaluated ΔE to the lowest compared entry with this formula, charge and spin for the records listed, in turn: 126.2, 429.7, 853.1, 59.6, 312.9, 11.9, 141.2, 44.1, 623.0, 57.1, 114.5 kJ/mol.